Entry 1:
FHN6 | the ωB97M-V functional and the def2-TZVPD basis

Last column: natural (NBO) charge in e.
Geometry (Å):
N1 1.698 0.157 0.840  0.03
N2 -1.464 0.090 -0.901  0.28
F1 1.741 -0.993 0.101  -0.20
N3 -2.465 0.407 -0.522  -0.12
N4 -0.356 -0.220 -1.164  -0.61
N5 -0.164 0.784 2.052  0.00
H1 0.319 -0.642 -1.791  0.46
N6 0.689 0.416 1.385  0.18

The frontier orbital gap comes out at 0.35778 Eh. As for the charge: 0. The LUMO energy comes out at -0.515 eV. The value obtained for the energy above the lowest of the compared OMol25 structures with the same formula, charge and spin is 0.787 eV.

Entry 2:
FLi5 | the ωB97M-V functional and the def2-TZVPD basis

Last column: natural (NBO) charge in e.
Geometry (Å):
Li1 2.088 0.737 -1.265  1.00
F1 -0.106 0.074 -0.159  -0.99
Li2 1.381 -0.300 1.271  0.99
Li3 -0.382 0.888 -2.138  1.00
Li4 -1.604 0.303 1.962  1.00
Li5 -1.377 -1.702 0.328  1.00

The frontier orbital gap comes out at 0.51593 Eh. As for the charge: +4. The LUMO energy comes out at -18.535 eV. The value obtained for the energy above the lowest of the compared OMol25 structures with the same formula, charge and spin is 5.711 eV.

Entry 3:
FeH34O21S | the ωB97M-V functional and the def2-TZVPD basis

Last column: Löwdin spin population.
Geometry (Å):
H1 1.533 -1.965 2.311  0.00
O1 -3.280 1.360 -0.771  0.00
O2 -1.126 2.803 1.470  0.09
O3 -0.886 3.641 -1.203  0.00
H2 -0.733 3.003 -1.899  0.00
H3 -1.013 -1.619 1.999  0.00
O4 -0.920 1.745 -3.069  0.00
O5 -0.668 -1.492 0.497  0.04
H4 -2.275 -1.794 0.500  0.00
H5 2.057 2.829 -0.019  0.00
H6 0.161 -1.886 -3.144  0.00
H7 -0.865 1.182 -2.269  0.00
H8 2.930 -1.862 2.778  0.00
O6 -2.452 -1.496 -2.218  0.00
O7 1.193 -0.736 -0.770  0.06
H9 2.399 1.681 -1.954  0.00
H10 1.473 2.736 -2.355  0.00
O8 -2.516 0.440 1.697  0.00
O9 1.756 2.979 0.886  0.09
O10 0.312 0.649 0.940  0.30
H11 -3.953 0.635 -0.729  0.00
O11 -0.208 -3.863 0.497  0.04
H12 -0.307 0.887 4.603  0.00
H13 -1.565 4.310 -1.439  0.00
H14 -0.752 0.997 -3.662  0.00
O12 -1.036 -1.621 2.977  0.00
H15 -2.372 0.946 -1.038  0.00
H16 -3.181 -1.183 -2.746  0.00
H17 3.920 -0.192 0.890  0.00
H18 3.798 -1.184 -2.208  0.00
O13 -0.265 0.859 3.629  0.08
O14 3.350 -0.320 -2.073  0.00
O15 1.035 -2.133 -2.898  0.01
S1 -0.038 -0.311 -0.086  0.01
O16 2.443 -3.011 -0.030  0.00
H19 2.466 -0.535 -1.686  0.00
H20 3.554 0.278 -0.508  0.00
O17 3.462 0.523 0.456  0.00
H21 -0.397 -2.840 0.578  0.00
H22 -1.251 3.276 0.654  0.00
Fe1 0.637 1.963 2.181  4.24
H23 -2.928 -0.418 1.545  0.00
H24 -1.966 -1.862 3.239  0.00
O18 -0.982 0.216 -1.042  0.01
H25 -2.677 0.856 0.874  0.00
O19 -3.137 -2.036 0.682  0.00
H26 1.118 -1.589 -2.098  0.00
H27 2.161 -2.104 -0.083  0.00
O20 1.894 2.369 -1.565  0.00
H28 -3.048 -2.799 1.226  0.00
H29 2.227 3.751 1.151  0.00
H30 -0.857 0.111 3.426  0.00
H31 0.723 -3.933 0.169  0.00
H32 -2.042 -0.772 -1.730  0.00
H33 -1.983 2.782 1.913  0.00
O21 2.218 -1.338 2.422  0.00
H34 2.884 -2.938 -0.897  0.00

The frontier orbital gap (spin up / spin down) comes out at 0.24904 / 0.11103 Eh. As for the charge: +1. The LUMO energy (spin up / spin down) comes out at -5.328 / -8.836 eV. The spin multiplicity is 6. The value obtained for the energy above the lowest of the compared OMol25 structures with the same formula, charge and spin is 2.153 eV. Its expectation value of S² is 8.76.

Entry 4:
FeITi | the ωB97M-V functional and the def2-TZVPD basis

Last column: Löwdin spin population.
Geometry (Å):
Ti1 -1.315 -0.262 -2.199  2.11
Fe1 1.517 -0.607 1.962  4.69
I1 -0.202 0.869 0.237  0.20

The frontier orbital gap (spin up / spin down) comes out at 0.17630 / 0.28392 Eh. As for the charge: +2. The LUMO energy (spin up / spin down) comes out at -10.805 / -10.521 eV. The spin multiplicity is 8. Its expectation value of S² is 15.77.

Entry 5:
H10IO5 | the ωB97M-V functional and the def2-TZVPD basis

Last column: natural (NBO) charge in e.
Geometry (Å):
O1 8.020 10.316 3.209  -0.97
H1 3.981 8.440 3.647  0.49
H2 6.537 4.814 4.974  0.49
O2 9.540 5.999 5.785  -0.96
H3 8.616 6.157 5.590  0.49
H4 7.699 9.640 3.807  0.50
H5 3.698 9.797 3.038  0.46
O3 3.336 9.148 3.642  -0.96
O4 6.519 3.884 4.748  -0.96
H6 8.920 10.055 3.014  0.45
H7 6.101 7.278 9.043  0.45
H8 10.009 6.362 5.034  0.46
H9 6.655 7.539 7.659  0.49
I1 6.322 7.553 4.931  -0.94
H10 6.349 3.439 5.577  0.46
O5 6.726 6.940 8.402  -0.96

The frontier orbital gap comes out at 0.30233 Eh. As for the charge: -1. The LUMO energy comes out at 3.329 eV. The value obtained for the energy above the lowest of the compared OMol25 structures with the same formula, charge and spin is 0.361 eV.

Entry 6:
H10NO3 | the ωB97M-V functional and the def2-TZVPD basis

Last column: Löwdin spin population.
Geometry (Å):
H1 0.250 0.993 0.532  0.02
N1 -0.539 0.423 0.158  0.19
H2 -2.219 -2.146 1.613  0.03
O1 1.653 2.010 0.845  0.14
H3 -1.345 1.050 -0.002  0.10
H4 -0.881 -2.648 2.098  0.02
H5 -0.301 0.078 -0.797  0.03
H6 -0.766 -0.414 0.714  0.02
H7 2.557 1.728 1.025  0.04
O2 -1.285 -1.860 1.784  0.12
O3 0.191 -0.428 -2.509  0.16
H8 -0.125 -0.784 -3.356  0.03
H9 1.729 2.815 0.318  0.04
H10 1.080 -0.816 -2.424  0.06

The frontier orbital gap (spin up / spin down) comes out at 0.12425 / 0.45923 Eh. As for the charge: 0. The LUMO energy (spin up / spin down) comes out at 0.771 / 0.659 eV. The spin multiplicity is 2. The value obtained for the energy above the lowest of the compared OMol25 structures with the same formula, charge and spin is 0.000 eV. Its expectation value of S² is 0.75.

Entry 7:
H10NO3 | the ωB97M-V functional and the def2-TZVPD basis

Last column: natural (NBO) charge in e.
Geometry (Å):
H1 -1.805 0.486 -3.889  0.48
H2 2.952 -1.891 0.582  0.51
N1 0.238 0.511 0.188  -0.92
H3 -0.346 0.352 1.033  0.47
O1 -1.621 1.227 -3.316  -0.96
O2 -1.452 -0.674 2.537  -0.98
O3 2.605 -0.994 0.486  -0.98
H4 3.435 -0.473 0.635  0.50
H5 -2.066 -1.379 2.268  0.50
H6 -1.250 -0.734 3.449  0.50
H7 0.169 1.541 0.038  0.46
H8 -1.929 2.005 -3.856  0.49
H9 1.183 0.108 0.453  0.48
H10 -0.114 -0.084 -0.607  0.46

The frontier orbital gap comes out at 0.41505 Eh. As for the charge: +1. The LUMO energy comes out at -3.318 eV. The value obtained for the energy above the lowest of the compared OMol25 structures with the same formula, charge and spin is 0.739 eV.

Entry 8:
H10NO3 | the ωB97M-V functional and the def2-TZVPD basis

Last column: natural (NBO) charge in e.
Geometry (Å):
H1 -2.761 1.496 -0.936  0.48
H2 1.895 -2.644 0.638  0.50
H3 0.504 -2.740 0.124  0.48
H4 1.496 1.154 2.426  0.49
O1 1.347 -2.219 -0.105  -0.97
N1 0.431 0.545 -1.170  -0.93
H5 -0.592 0.851 -1.295  0.48
O2 0.713 0.867 1.933  -0.97
H6 0.454 -0.590 -1.133  0.50
H7 0.279 0.201 2.571  0.49
O3 -2.370 0.731 -0.468  -0.98
H8 0.829 0.918 -2.074  0.44
H9 1.043 1.003 -0.415  0.49
H10 -3.269 0.426 -0.096  0.51

The frontier orbital gap comes out at 0.43361 Eh. As for the charge: +1. The LUMO energy comes out at -3.473 eV. The value obtained for the energy above the lowest of the compared OMol25 structures with the same formula, charge and spin is 1.511 eV.

Entry 9:
H10NO3 | the ωB97M-V functional and the def2-TZVPD basis

Last column: natural (NBO) charge in e.
Geometry (Å):
H1 0.015 -0.738 0.692  0.45
H2 1.453 0.127 0.625  0.45
H3 -0.152 1.008 -2.970  0.50
O1 0.479 1.154 -2.273  -0.97
H4 -0.178 -4.067 -0.177  0.49
H5 0.486 -0.001 -0.899  0.49
O2 -0.421 -3.338 0.474  -0.98
H6 0.556 2.141 -2.172  0.51
H7 -0.971 -3.802 1.137  0.49
H8 -1.372 1.972 1.632  0.51
O3 -0.352 1.997 1.653  -1.00
H9 0.054 2.867 1.762  0.52
H10 -0.100 0.733 0.343  0.45
N1 0.505 -0.052 0.173  -0.90

The frontier orbital gap comes out at 0.42641 Eh. As for the charge: +1. The LUMO energy comes out at -3.379 eV. The value obtained for the energy above the lowest of the compared OMol25 structures with the same formula, charge and spin is 1.108 eV.

Entry 10:
H10O4S2 | the ωB97M-V functional and the def2-TZVPD basis

Last column: natural (NBO) charge in e.
Geometry (Å):
H1 2.971 4.427 2.234  0.47
O1 2.244 3.944 1.803  -0.95
O2 -0.568 0.640 0.782  -0.96
S1 -1.082 -2.803 -0.418  -0.12
S2 -0.785 -1.539 -2.133  -0.17
H2 -0.149 0.787 -0.072  0.49
H3 0.428 -2.228 -2.265  0.15
H4 -1.469 -1.830 0.397  0.14
H5 1.784 4.259 -0.322  0.48
H6 1.076 3.331 -1.157  0.45
H7 -0.276 -1.389 3.280  0.46
H8 0.233 -0.912 1.971  0.48
O3 1.030 4.269 -0.922  -0.94
H9 1.645 3.863 2.560  0.47
O4 0.363 -1.680 2.544  -0.95
H10 -0.859 1.511 1.072  0.48

The frontier orbital gap comes out at 0.32659 Eh. As for the charge: 0. As for the SMILES: SS.O.O.O.O. The LUMO energy comes out at 0.103 eV. The value obtained for the energy above the lowest of the compared OMol25 structures with the same formula, charge and spin is 0.909 eV.

Entry 11:
H10O4S2 | the ωB97M-V functional and the def2-TZVPD basis

Last column: natural (NBO) charge in e.
Geometry (Å):
H1 0.312 -0.025 -1.676  0.48
S1 1.429 5.131 4.665  -0.13
H2 -2.258 -3.341 3.133  0.47
O1 3.485 -0.325 -6.504  -0.94
H3 1.533 3.779 4.790  0.14
H4 1.505 5.871 2.220  0.13
H5 -3.286 -3.432 0.492  0.47
H6 -1.820 -4.526 2.342  0.46
H7 -3.474 -1.990 0.819  0.47
O2 -1.653 -4.086 3.187  -0.94
O3 -2.810 -2.673 0.864  -0.94
S2 0.720 4.896 2.714  -0.14
H8 4.331 0.097 -6.336  0.47
H9 2.958 -0.144 -5.721  0.47
H10 -0.718 0.804 -2.536  0.47
O4 -0.257 -0.035 -2.452  -0.95

The frontier orbital gap comes out at 0.33378 Eh. As for the charge: 0. As for the SMILES: SS.O.O.O.O. The LUMO energy comes out at 0.094 eV. The value obtained for the energy above the lowest of the compared OMol25 structures with the same formula, charge and spin is 1.034 eV.

Entry 12:
H10O5 | the ωB97M-V functional and the def2-TZVPD basis

Last column: Löwdin spin population.
Geometry (Å):
H1 0.193 -2.683 -0.896  0.13
O1 -0.004 0.245 0.033  0.12
H2 2.494 3.238 -0.670  0.01
H3 3.187 1.998 -1.194  0.01
H4 -0.118 -0.699 -0.082  0.02
O2 -0.296 -2.516 -0.091  0.35
H5 -2.049 -2.300 -0.081  0.02
O3 -2.834 -1.752 -0.092  0.09
H6 -0.214 2.070 2.399  0.00
H7 0.148 -3.043 0.573  0.12
O4 -0.320 2.583 1.598  0.03
H8 -0.189 1.952 0.890  0.00
H9 -3.316 -2.041 -0.867  0.01
H10 0.910 0.406 -0.202  0.03
O5 2.407 2.539 -1.318  0.04

The frontier orbital gap (spin up / spin down) comes out at 0.10605 / 0.39051 Eh. As for the charge: -1. The LUMO energy (spin up / spin down) comes out at 3.321 / 3.287 eV. The spin multiplicity is 2. The value obtained for the energy above the lowest of the compared OMol25 structures with the same formula, charge and spin is 0.400 eV. Its expectation value of S² is 0.75.